(1)
ORCA calculation (ωB97M-V/def2-TZVPD) on 3 unconnected molecules or ions with the total composition C23H48BBrFN2O10S2 at a distorted geometry.

Computed properties:
- DFT total energy (eV) = -143182.832
- HOMO (hartree) = -0.3717

ORCA input file:
```
! RIJCOSX wB97M-V def2-TZVPD def2/J DEFGRID3
* xyz 1 1
Br -2.4249 -4.9059 1.3778
S 2.4694 0.0078 -6.8753
S -3.3291 5.8886 1.7734
F -1.3169 -2.4162 -2.1580
O 2.7134 1.5244 -7.2780
O 1.7094 -3.7723 5.6024
O 3.4232 -0.8193 -7.5416
O 2.3036 -0.0714 -5.4523
O -4.5087 6.3662 2.4219
O 1.0720 -2.4200 0.3135
O -2.7976 4.5946 2.0910
O -2.1792 6.9720 1.9226
O -0.5272 -4.4014 5.0822
O 0.4374 1.2589 2.1313
N 2.0648 -3.7579 1.8962
N -1.1734 -1.9295 1.9443
C -0.1770 -3.0379 -1.6426
C 0.1966 -2.2457 4.0644
C 2.3166 -1.3735 2.0959
C 0.0376 -2.5855 2.5735
C 3.3780 0.5389 0.8057
C 3.7742 2.2420 -6.6113
C 0.9049 -0.1765 -7.6604
C -3.5229 6.0167 0.0287
C 1.0329 -0.8626 -2.2728
C -3.9305 -2.4694 0.6993
C 3.0120 -0.7820 0.8852
C 1.0416 -2.4119 -2.3061
C 5.1429 1.8742 -7.1480
C -0.3407 0.3722 1.3964
C -1.0314 6.4538 4.0351
C -0.6455 1.8334 1.3706
C -1.8616 7.4485 3.2491
C -1.3350 -0.4705 2.2039
C -4.6818 -2.9273 1.9569
C 1.3281 -2.5001 1.7076
C -1.3721 -2.3362 0.5062
C -0.1464 -3.0241 -0.0931
C -2.6049 -3.2413 0.3666
B 0.5096 -3.5278 4.9690
H -4.2491 5.2652 -0.2734
H 3.1134 -1.8468 2.6954
H 1.9817 -2.8370 -1.9633
H -0.2082 -4.0790 -1.9735
H -4.0599 -2.9754 2.8531
H 0.9577 -2.6876 -3.3620
H 4.1229 0.9159 1.5100
H -2.7772 7.7107 3.7808
H -1.9622 -2.3891 2.4142
H 0.0746 -0.0648 0.4891
H 2.9758 1.2014 0.0421
H -2.3216 -0.1785 1.8446
H -0.8010 -1.9319 4.4015
H 1.4939 -4.5691 1.6904
H -3.8862 7.0120 -0.2104
H 0.1512 -0.4796 -1.7560
H 3.5770 3.2965 -6.7941
H 3.2862 -1.4232 0.0486
H -1.4242 2.2292 2.0083
H -2.5639 5.8256 -0.4457
H 1.9002 -0.5896 2.7201
H 2.4850 -3.8131 2.8108
H -5.5009 -2.2423 2.1884
H -1.6057 5.5578 4.2689
H -1.2382 -0.1661 3.2429
H -0.0831 -4.0710 0.2237
H 5.4009 0.8451 -6.9010
H 2.4478 -3.8681 4.9975
H 5.9029 2.5275 -6.7192
H -0.6999 6.8990 4.9730
H 1.0129 0.0664 -8.7140
H -1.6124 -1.4732 -0.1162
H -0.2293 -3.6438 2.5737
H 1.1301 -0.4271 -3.2668
H 3.7134 2.0826 -5.5335
H -4.6048 -2.5768 -0.1487
H 5.1665 1.9647 -8.2337
H -1.2973 8.3673 3.1045
H -0.3468 2.2361 0.4109
H -5.1525 -3.8888 1.7576
H -0.2408 -5.2240 5.4981
H 0.6036 -1.2152 -7.5433
H 0.1889 0.4831 -7.1779
H -0.1587 6.1424 3.4604
H -2.6958 -3.5296 -0.6760
H 0.8578 -1.4038 4.2652
H 1.9115 -0.5531 -1.7017
H -3.6980 -1.4070 0.8058
*
```

(2)
ORCA calculation (ωB97M-V/def2-TZVPD) on a molecular structure, C38H26ClF12NO2PReSe4 at a distorted geometry.

Computed properties:
- DFT total energy (eV) = -363353.353
- HOMO (alpha / beta) (hartree) = -0.1490 / -0.1657

ORCA input file:
```
! RIJCOSX wB97M-V def2-TZVPD def2/J DEFGRID3
* xyz -1 4
Re 0.1369 0.6622 -0.1165
Se -0.7306 5.5544 0.8668
Se 1.1601 5.1781 1.9893
Se 1.0096 2.9644 -0.9643
Se 2.5192 3.8417 0.4669
Cl 1.3047 0.9801 1.9753
P 2.3271 -0.2624 -0.8874
F -0.5572 -3.2298 3.3629
F -2.1102 -3.5554 0.8524
F -2.0072 -1.6247 -2.5110
F -2.6769 2.0666 -4.3366
F 0.9685 -1.7883 2.9662
F 0.5666 -3.2786 1.5408
F -3.1633 -2.6588 2.5441
F -3.3429 -0.4559 -3.8198
F -1.7824 3.1811 -2.7561
F -1.1894 -0.7594 -4.2635
F -3.1427 -1.6937 0.5870
F -0.5200 2.0007 -4.0852
O -0.3683 -1.2817 0.5477
O -0.5996 0.4955 -1.9741
N -1.6606 1.1320 0.6408
C -1.6592 -0.5389 3.9527
C -2.4375 0.2598 6.2385
C 3.8732 1.3302 -2.3789
C -1.7118 2.0355 -3.4466
C -1.4830 -0.3566 2.6147
C -2.1506 1.7768 4.2556
C -5.2598 1.8761 0.0643
C 3.7577 0.6840 2.8503
C 5.0988 0.8511 -4.3546
C 2.1180 -2.0712 -1.0530
C -1.0406 -1.6023 1.6685
C -5.4365 1.7791 -1.3357
C 1.0799 -2.5255 -1.9236
C 4.7427 -0.5343 -4.2676
C 1.8816 -4.7983 -1.5797
C 1.0518 -3.8942 -2.1923
C -1.8953 1.9837 2.9098
C 3.4257 -0.0836 0.5342
C 2.8814 -4.3740 -0.7315
C 4.7900 -0.5175 0.5003
C -2.9945 1.2547 -1.4348
C -1.8442 0.7831 -2.4385
C -6.7673 2.0365 -1.9512
C -1.6946 0.9304 2.0243
C -4.0442 1.6408 0.6820
C 2.9398 0.4900 1.7343
C -4.2508 1.4414 -2.0140
C -2.8467 1.3081 0.0168
C 3.8276 -0.8878 -3.2363
C 4.7288 1.7643 -3.3988
C -2.1152 -0.5626 -3.3189
C 3.0180 -3.0108 -0.5152
C 5.0891 0.2055 2.7661
C 5.5946 -0.4040 1.6249
C -2.3886 -2.3925 1.3957
C -2.0557 0.5189 4.8219
C -0.0108 -2.4722 2.3630
C 3.4743 -0.0027 -2.2533
H 6.5938 -0.9202 1.6095
H 0.2685 -4.2766 -2.9039
H 5.1939 2.7372 -3.4225
H 5.6828 1.1742 -5.1806
H -7.4987 1.7312 -1.2265
H 5.1060 -1.2285 -4.9729
H 3.3667 1.0566 3.7252
H -3.2131 -0.4934 6.3906
H -7.0252 3.1315 -2.1495
H -7.0141 1.4067 -2.7786
H 1.7608 -5.8501 -1.8070
H -4.2492 1.3877 -3.1258
H 3.8212 -2.8358 0.2301
H -6.1000 2.1906 0.7978
H 3.5860 -5.0542 -0.1748
H -2.2623 2.6738 4.8348
H 3.6095 2.0200 -1.6393
H 0.4102 -1.8309 -2.3670
H 3.5370 -1.9222 -3.1935
H -1.5622 -0.2338 6.7527
H 5.6442 0.3601 3.6923
H 5.2821 -0.9576 -0.3886
H -2.7279 1.1654 6.8498
H -1.9512 3.0075 2.4441
H -4.1260 1.7171 1.7574
H -1.5603 -1.5454 4.4272
*
```

(3)
ORCA calculation (ωB97M-V/def2-TZVPD) on a molecular structure, H10NaO5 at a distorted geometry.

Computed properties:
- DFT total energy (eV) = -14803.347
- HOMO (hartree) = -0.5605

ORCA input file:
```
! RIJCOSX wB97M-V def2-TZVPD def2/J DEFGRID3
* xyz 1 1
Na -0.1617 -0.4344 -0.3111
O 1.0240 -0.8620 1.2092
O 0.4330 1.0033 0.0259
O -1.3120 -0.9086 0.8809
O 1.2960 -0.2989 -1.1826
O -1.4921 0.4052 -0.9511
H 1.9497 -1.1034 1.1761
H 1.8227 0.4066 -0.8069
H -2.2606 0.2454 -1.4990
H -2.0650 -0.3554 1.0885
H 0.9907 -0.1215 1.8150
H 0.1409 1.6761 -0.5892
H -1.5019 -1.7433 1.3093
H -1.2312 1.3023 -1.1593
H 1.8503 -0.6738 -1.8671
H 0.5172 1.4625 0.8615
*
```

(4)
ORCA calculation (ωB97M-V/def2-TZVPD) on 2 unconnected molecules or ions with the total composition C4H12NS at a distorted geometry.

Computed properties:
- DFT total energy (eV) = -16660.500
- HOMO (hartree) = -0.4906

ORCA input file:
```
! RIJCOSX wB97M-V def2-TZVPD def2/J DEFGRID3
* xyz 1 1
S 2.1871 -1.5059 -1.6604
N -0.0043 0.2183 -0.1391
C 1.2857 -2.7039 -0.5506
C -1.9356 1.7233 -0.3609
C -0.4235 1.8599 1.7308
C -0.8891 1.3258 0.3949
H 0.9715 0.4338 -0.3310
H -0.3158 1.0767 2.5118
H -2.1666 1.2277 -1.3187
H -2.6230 2.4792 0.0064
H 0.2011 -2.7048 -0.6534
H -0.4043 -0.2187 -0.9775
H 0.5432 2.3789 1.6420
H 1.6934 -3.7157 -0.5505
H 0.0221 -0.4960 0.5511
H -1.1739 2.5608 2.0722
H 1.5139 -1.6906 -2.8053
H 1.5182 -2.2487 0.4383
*
```

(5)
ORCA calculation (ωB97M-V/def2-TZVPD) on 2 unconnected molecules or ions with the total composition C6H14O.

Computed properties:
- SMILES = C[C@H]1C[C@@H](C)C1.O
- DFT total energy (eV) = -8495.949
- HOMO (hartree) = -0.3950

ORCA input file:
```
! RIJCOSX wB97M-V def2-TZVPD def2/J DEFGRID3
* xyz 0 1
O 1.4311 -1.3637 2.8301
C 2.0190 0.7168 0.4162
C 0.9023 -0.0728 -0.2498
C -1.0987 -0.3301 -0.9527
C -2.5388 0.1065 -1.1292
C -0.4430 -0.4213 0.4418
C 0.0595 0.6057 -1.3477
H 1.6355 1.4998 1.0830
H -2.7238 1.0831 -0.6671
H 2.6263 1.2142 -0.3498
H -0.7820 0.4028 1.0871
H -0.1763 1.6390 -1.0549
H 0.4302 0.5995 -2.3774
H -0.5465 -1.3737 0.9735
H 1.7807 -0.4681 2.7599
H 2.6891 0.0632 0.9845
H -2.7800 0.1866 -2.1957
H -0.9477 -1.2967 -1.4510
H -3.2320 -0.6186 -0.6867
H 0.5188 -1.2697 2.5319
H 1.3184 -1.0024 -0.6571
*
```

(6)
ORCA calculation (ωB97M-V/def2-TZVPD) on a molecular structure, C2H7O2.

Computed properties:
- DFT total energy (eV) = -6282.622
- HOMO (hartree) = -0.1240

ORCA input file:
```
! RIJCOSX wB97M-V def2-TZVPD def2/J DEFGRID3
* xyz -1 1
O 0.5636 2.3106 -0.0863
O 0.9342 0.1197 0.8770
C -0.0830 -0.7570 0.6099
C -0.3748 -0.8680 -0.8802
H 0.7767 1.2315 0.3853
H -1.1036 -1.6525 -1.0989
H 0.3330 2.8130 0.7022
H 0.5585 -1.0600 -1.4082
H -1.0174 -0.4577 1.1461
H -0.7687 0.0786 -1.2438
H 0.1814 -1.7582 0.9970
*
```

- Which value of DFT total energy does entry 3 give?
  -14803.347 eV

What did the third record say?
ORCA calculation (ωB97M-V/def2-TZVPD) on a molecular structure, H10NaO5 at a distorted geometry.

Computed properties:
- DFT total energy (eV) = -14803.347
- HOMO (hartree) = -0.5605

ORCA input file:
```
! RIJCOSX wB97M-V def2-TZVPD def2/J DEFGRID3
* xyz 1 1
Na -0.1617 -0.4344 -0.3111
O 1.0240 -0.8620 1.2092
O 0.4330 1.0033 0.0259
O -1.3120 -0.9086 0.8809
O 1.2960 -0.2989 -1.1826
O -1.4921 0.4052 -0.9511
H 1.9497 -1.1034 1.1761
H 1.8227 0.4066 -0.8069
H -2.2606 0.2454 -1.4990
H -2.0650 -0.3554 1.0885
H 0.9907 -0.1215 1.8150
H 0.1409 1.6761 -0.5892
H -1.5019 -1.7433 1.3093
H -1.2312 1.3023 -1.1593
H 1.8503 -0.6738 -1.8671
H 0.5172 1.4625 0.8615
*
```

- Among the records above, which one has the lowest DFT total energy?
  C38H26ClF12NO2PReSe4

- Which value of DFT total energy does entry 4 give?
  -16660.500 eV